# 1
{"formula": "C6H13N2O", "method": "the ωB97M-V functional and the def2-TZVPD basis", "symbols": ["H", "C", "C", "C", "C", "H", "H", "H", "N", "H", "H", "H", "C", "H", "C", "H", "H", "N", "H", "O", "H", "H"], "xyz": [[2.97, -0.25, 1.48], [0.32, -0.77, -0.06], [1.64, 1.28, 0.07], [1.81, -0.27, -0.05], [-1.94, 0.13, 0.26], [-2.31, -1.81, 1.18], [2.24, 1.64, 0.89], [2.68, -1.56, -1.43], [2.33, -0.70, -1.25], [3.06, 0.07, -1.45], [1.66, 1.96, -0.76], [-0.28, 2.32, -0.01], [0.11, 1.47, 0.45], [0.20, -1.84, -0.22], [-2.54, -1.29, 0.28], [-0.08, 1.60, 1.52], [-2.18, 0.61, 1.13], [-0.47, 0.21, 0.15], [-3.63, -1.18, 0.17], [2.34, -0.87, 1.13], [-2.14, -1.87, -0.52], [-2.29, 0.73, -0.58]], "lowdin_charge": [0.089, 0.151, -0.006, -0.565, -0.124, 0.080, 0.123, 0.066, 0.146, 0.153, 0.128, 0.125, -0.078, 0.172, -0.039, 0.152, 0.103, -0.050, 0.100, 0.058, 0.070, 0.145], "charge": 1, "de_lowest_kcal_mol": 40.9, "smiles": "CC[N+]1=C[C@](N)(O)CC1", "fmax_ev_per_a": 6.7, "energy_ev": -11452.9393, "lumo_ev": -3.8, "e_homo_ev": -14.11}

# 2
{"formula": "C47H48F7N8O2RbS5", "method": "the ωB97M-V functional and the def2-TZVPD basis", "symbols": ["H", "H", "C", "C", "H", "H", "H", "C", "C", "C", "H", "C", "C", "H", "F", "H", "C", "H", "C", "H", "H", "N", "S", "H", "H", "S", "H", "H", "F", "C", "C", "C", "H", "H", "C", "O", "N", "H", "H", "H", "C", "C", "N", "O", "C", "H", "C", "C", "C", "H", "H", "H", "C", "H", "H", "C", "H", "C", "F", "H", "H", "H", "H", "H", "C", "C", "H", "C", "H", "S", "C", "C", "H", "H", "C", "S", "N", "C", "H", "C", "N", "C", "N", "N", "H", "C", "C", "C", "H", "C", "H", "S", "C", "H", "C", "H", "N", "C", "C", "H", "C", "C", "H", "C", "F", "H", "C", "F", "F", "Rb", "H", "C", "C", "H", "F", "C", "H", "C"], "xyz": [[12.02, 11.02, 17.81], [14.25, 14.09, 6.59], [15.62, 18.23, 17.14], [7.97, 12.22, 11.44], [23.23, 9.69, 16.50], [21.75, 16.20, 13.79], [15.01, 20.27, 16.62], [11.96, 11.29, 16.76], [12.74, 16.93, 7.83], [15.30, 16.92, 16.87], [12.46, 12.79, 8.29], [15.32, 9.50, 12.27], [19.79, 15.47, 14.43], [11.35, 14.21, 17.57], [16.61, 18.65, 18.02], [9.95, 12.17, 16.45], [14.88, 8.68, 14.43], [11.97, 17.68, 7.61], [13.03, 15.94, 6.86], [9.97, 10.37, 16.62], [14.96, 11.10, 8.64], [18.48, 15.88, 14.30], [10.39, 11.12, 11.56], [14.82, 11.98, 7.20], [19.07, 10.34, 15.58], [19.97, 17.80, 13.25], [17.17, 12.31, 22.80], [23.71, 12.18, 16.29], [13.11, 19.70, 15.04], [6.60, 12.29, 11.32], [13.04, 14.58, 15.24], [13.52, 17.43, 15.47], [13.04, 14.31, 17.84], [8.53, 13.03, 11.95], [12.36, 11.17, 9.60], [10.73, 12.17, 12.60], [16.33, 10.69, 17.05], [16.32, 11.51, 12.43], [13.28, 17.74, 9.76], [14.58, 7.53, 12.68], [20.27, 14.24, 15.04], [15.73, 9.73, 16.38], [14.12, 15.04, 16.02], [14.64, 13.07, 10.65], [17.10, 11.24, 19.13], [10.55, 11.11, 15.11], [15.78, 10.66, 12.88], [14.45, 12.00, 8.24], [20.15, 10.71, 15.64], [12.90, 12.29, 19.54], [17.53, 17.56, 13.46], [12.01, 12.72, 14.73], [10.51, 11.25, 16.21], [14.03, 15.51, 10.62], [22.34, 14.72, 15.44], [10.96, 11.68, 9.93], [12.65, 16.00, 5.78], [14.26, 14.73, 8.59], [16.24, 16.01, 17.26], [10.31, 11.19, 9.21], [11.13, 12.16, 19.12], [13.69, 12.63, 15.07], [12.24, 10.06, 9.44], [14.53, 7.90, 15.11], [18.42, 17.06, 13.68], [22.49, 10.43, 16.28], [4.92, 11.14, 10.72], [5.94, 11.13, 10.87], [21.07, 8.88, 16.17], [18.36, 12.22, 18.63], [8.06, 9.91, 10.69], [13.80, 18.74, 15.70], [17.35, 13.29, 21.29], [18.48, 11.87, 21.63], [20.39, 12.11, 15.48], [16.41, 11.15, 20.81], [15.73, 10.94, 14.16], [13.39, 16.90, 9.08], [15.39, 9.49, 11.17], [6.68, 9.91, 10.63], [16.38, 10.42, 18.33], [21.20, 9.92, 16.00], [21.61, 13.99, 15.37], [19.52, 13.16, 15.11], [8.68, 9.12, 10.28], [14.86, 19.19, 16.49], [14.86, 8.52, 13.09], [12.00, 12.83, 19.20], [11.79, 13.63, 19.91], [15.43, 9.89, 14.99], [6.13, 9.06, 10.26], [15.21, 13.32, 9.23], [17.42, 12.26, 21.73], [12.54, 10.61, 16.13], [8.68, 11.07, 11.12], [12.15, 15.15, 15.53], [12.59, 12.63, 16.79], [14.24, 16.36, 16.11], [20.67, 16.39, 13.87], [15.36, 8.80, 16.84], [13.94, 15.75, 9.55], [21.72, 12.62, 15.68], [12.64, 11.28, 7.39], [13.94, 14.91, 7.25], [22.64, 13.13, 9.54], [13.08, 14.75, 14.15], [12.73, 13.13, 15.44], [12.64, 17.10, 14.47], [24.34, 12.77, 10.92], [16.77, 13.56, 15.56], [10.79, 12.78, 9.93], [12.92, 11.81, 8.32], [22.75, 11.83, 16.14], [6.05, 13.16, 11.65], [22.31, 12.88, 11.73], [12.21, 13.56, 17.83], [13.04, 11.33, 10.42], [23.01, 12.45, 10.63]], "lowdin_charge": [0.077, 0.098, -0.213, -0.085, 0.080, 0.077, 0.114, -0.233, -0.090, -0.174, 0.089, -0.096, -0.297, 0.104, 0.033, 0.076, -0.058, 0.100, -0.075, 0.061, 0.092, 0.026, 0.967, 0.084, 0.132, 1.005, 0.022, 0.075, 0.040, -0.068, -0.300, -0.135, 0.110, 0.119, -0.245, -0.494, -0.028, 0.113, 0.114, 0.112, -0.276, -0.140, -0.025, -0.521, -1.129, 0.047, -0.164, -0.351, -0.021, 0.079, 0.055, 0.085, -0.089, 0.124, 0.172, -0.328, 0.117, -0.374, -0.008, 0.089, 0.059, 0.112, 0.125, 0.102, -0.404, -0.062, 0.065, -0.059, 0.084, 0.514, -0.099, -0.261, 0.035, 0.034, -0.197, 0.757, 0.067, -0.095, 0.099, -0.070, -0.175, -0.112, 0.156, 0.067, 0.114, -0.009, -0.129, -0.086, 0.060, -0.255, 0.093, 1.001, -0.526, 0.106, -0.427, 0.103, -0.172, -0.223, -0.394, 0.108, -0.068, -0.172, 0.116, -0.103, -0.049, 0.121, -0.199, 0.024, -0.118, 0.630, 0.115, -0.221, -0.014, 0.104, -0.096, -0.245, 0.084, -0.684], "charge": -2, "fmax_ev_per_a": 5.8, "energy_ev": -139381.5235, "lumo_ev": [2.8, 2.8], "e_homo_ev": [-0.39, -0.39]}

# 3
{"formula": "C12H36AlClI2N3OP3", "method": "the ωB97M-V functional and the def2-TZVPD basis", "symbols": ["H", "C", "H", "C", "O", "H", "H", "H", "C", "H", "Cl", "H", "H", "H", "H", "H", "H", "P", "H", "H", "H", "C", "H", "H", "H", "Al", "C", "H", "C", "H", "H", "I", "P", "H", "I", "H", "C", "H", "H", "H", "C", "H", "H", "C", "C", "C", "C", "H", "N", "H", "N", "H", "P", "N", "H", "H", "H", "H", "H"], "xyz": [[-2.79, -2.46, 4.61], [-2.81, 2.07, 3.32], [2.34, 1.38, 3.59], [-0.61, -2.32, 2.43], [-1.81, 0.10, 1.00], [0.59, 3.41, 0.72], [-2.00, 2.82, 3.36], [-3.25, -0.05, -1.43], [-2.57, -0.28, -2.27], [-3.11, -0.85, -3.05], [-0.10, 1.91, -1.49], [0.23, -0.61, -3.55], [0.16, -1.75, 3.00], [-3.88, -2.66, 3.21], [-6.22, -0.08, 2.24], [2.22, -0.32, 3.04], [-2.39, -2.77, -0.27], [-2.56, -0.39, 2.26], [-0.78, -2.05, -3.96], [-2.47, 0.27, 5.55], [-4.37, -2.44, 0.99], [3.03, 1.54, 0.69], [1.44, 3.47, 2.31], [-5.07, 1.00, 3.12], [3.54, 0.57, 0.56], [-0.34, 0.29, -0.05], [-1.81, -2.86, -1.21], [-0.50, -3.38, 2.72], [0.73, 2.90, 1.68], [2.92, 1.98, -0.31], [-3.35, 2.20, 2.36], [3.04, -0.47, -2.64], [1.38, 1.22, 1.37], [-0.25, 2.84, 2.19], [2.65, -1.81, -0.22], [-5.64, -1.25, 0.58], [-0.17, -1.56, -3.19], [-5.41, -0.66, 3.71], [0.69, -2.19, -2.92], [-3.99, -1.09, -0.08], [-2.83, -2.73, 3.54], [-2.52, -3.78, 3.45], [-3.53, 2.32, 4.12], [-5.27, -0.05, 2.81], [-4.56, -1.38, 0.80], [-1.72, 0.30, 4.74], [1.70, 0.65, 3.07], [-2.47, -3.25, -2.01], [-1.99, -1.88, 2.68], [-0.36, -2.25, 1.36], [-2.30, 0.70, 3.46], [-0.91, 0.97, 5.04], [-1.12, -1.25, -1.70], [-4.18, -0.53, 1.93], [0.76, 0.54, 3.62], [3.61, 2.19, 1.35], [-2.21, 0.67, -2.68], [-0.99, -3.56, -1.04], [-1.30, -0.71, 4.65]], "lowdin_charge": [0.096, -0.084, 0.078, -0.072, -0.280, 0.031, 0.081, 0.033, -0.236, 0.078, 0.325, 0.002, 0.078, 0.078, 0.102, 0.051, 0.026, 0.639, 0.079, 0.102, 0.084, -0.293, 0.077, 0.071, -0.063, -0.333, -0.215, 0.107, -0.233, 0.038, 0.097, 0.381, 0.722, 0.030, 0.339, 0.107, -0.307, 0.094, -0.014, 0.042, -0.065, 0.098, 0.101, -0.057, -0.073, -0.080, -0.223, 0.078, -0.288, 0.029, -0.278, 0.093, 0.760, -0.288, 0.022, 0.078, 0.028, 0.063, 0.067], "charge": 2, "de_lowest_kcal_mol": 0.0, "fmax_ev_per_a": 1.4, "energy_ev": -82726.3764, "lumo_ev": -7.7, "e_homo_ev": -14.99}

# 4
{"formula": "C6H11NO", "method": "the ωB97M-V functional and the def2-TZVPD basis", "symbols": ["H", "H", "C", "C", "O", "H", "H", "C", "H", "C", "H", "H", "H", "H", "H", "N", "H", "C", "C"], "xyz": [[1.84, -0.47, 0.37], [-2.56, -1.56, -2.25], [1.17, 0.26, -0.07], [-0.18, -0.38, -0.34], [2.04, 3.86, 5.42], [2.05, 3.45, 6.27], [1.18, -1.10, -2.75], [-1.91, -1.16, -1.48], [1.03, 1.10, 0.59], [-0.59, -0.84, -1.64], [2.52, 3.22, 4.86], [1.64, 0.44, -1.03], [-3.18, -1.33, 0.14], [-0.09, -0.30, -3.69], [-1.34, -0.60, 1.61], [-2.31, -0.97, -0.21], [-0.19, -2.03, -3.38], [-1.23, -0.52, 0.54], [0.11, -1.08, -2.96]], "lowdin_charge": [0.070, 0.119, -0.047, -0.247, -0.055, 0.007, 0.068, -0.126, 0.070, -0.244, 0.049, 0.066, 0.144, 0.074, 0.107, -0.001, 0.073, -0.073, -0.054], "de_lowest_kcal_mol": 23.3, "smiles": "Cc1c[nH]cc1C.O", "fmax_ev_per_a": 1.7, "energy_ev": -9937.4429, "lumo_ev": 0.8, "e_homo_ev": -7.93}

# 5
{"formula": "C4H11NO2", "method": "the ωB97M-V functional and the def2-TZVPD basis", "symbols": ["C", "N", "O", "H", "H", "C", "H", "H", "H", "H", "C", "H", "C", "H", "O", "H", "H", "H"], "xyz": [[-2.00, -0.53, 0.01], [-1.28, 0.62, -0.03], [3.87, 0.19, 0.69], [-2.70, 2.26, -0.88], [4.70, -1.16, -0.92], [-1.96, 2.02, -0.01], [4.58, 0.22, 1.39], [-0.28, 0.62, 0.10], [-2.50, 2.14, 0.98], [5.14, 0.58, -0.92], [-1.17, -1.84, 0.16], [-1.33, -2.41, -0.78], [4.34, -0.07, -0.67], [3.42, 0.20, -1.21], [-3.18, -0.56, -0.18], [-1.54, -2.43, 1.00], [-1.14, 2.70, 0.10], [-0.16, -1.57, 0.35]], "lowdin_charge": [-0.585, 0.005, -0.169, 0.113, 0.105, -0.054, 0.087, 0.111, 0.090, 0.045, 0.006, 0.093, -0.140, 0.072, 0.054, 0.075, 0.048, 0.045], "de_lowest_kcal_mol": 38.5, "smiles": "CNC(C)=O.CO", "fmax_ev_per_a": 2.5, "energy_ev": -9910.5722, "lumo_ev": 0.6, "e_homo_ev": -9.49}

# 6
{"formula": "CH14N2O4", "method": "the ωB97M-V functional and the def2-TZVPD basis", "symbols": ["H", "H", "O", "H", "C", "O", "O", "H", "H", "H", "H", "H", "H", "H", "O", "H", "N", "H", "N", "H", "H"], "xyz": [[1.31, -2.09, 1.89], [-1.57, -1.02, -3.30], [1.51, -1.15, 2.03], [1.94, -0.29, -2.25], [1.72, -0.31, -1.19], [-1.83, -0.60, -2.53], [-1.16, 0.22, 2.82], [2.79, -0.12, 0.52], [-0.98, -0.48, -2.05], [-1.88, -0.34, 2.41], [-1.37, 1.06, 2.43], [0.64, -0.78, 2.25], [0.33, 0.47, -0.02], [-3.23, 0.63, 0.04], [-3.17, 1.27, 0.76], [1.52, -1.35, -0.99], [0.49, 0.44, -1.02], [0.57, 1.35, -1.41], [2.88, -0.02, -0.47], [3.04, 1.00, -0.48], [-3.55, 2.10, 0.57]], "lowdin_charge": [0.048, -0.021, -0.061, 0.105, -0.412, -0.066, -0.064, 0.031, -0.009, 0.067, 0.011, 0.007, 0.063, 0.049, -0.032, 0.098, 0.014, 0.067, 0.004, 0.078, 0.021], "de_lowest_kcal_mol": 15.1, "smiles": "NCN.O.O.O.O", "fmax_ev_per_a": 3.1, "energy_ev": -12434.3982, "lumo_ev": 0.5, "e_homo_ev": -9.31}

> What is the formula in the fourth record?

C6H11NO